2 unconnected molecules or ions with the total composition C4H6NO4P in a non-equilibrium geometry, computed with ωB97M-V with the def2-TZVPD basis set.

Charge: -2
Highest occupied orbital energy (eV): 0.01
ΔE to the lowest compared entry with this formula, charge and spin (kcal/mol): 3.9
Kohn-Sham gap (eV): 6.57
E (Eh): -853.1003

Each line ends with the natural charge from an NBO analysis.
Atoms and positions in Å:
C  -2.41166  0.39560  0.58434  -0.56
C  -1.26768  0.32119  -0.12110  -0.16
C  0.47332  -1.50075  0.71550  0.76
C  0.02588  0.57948  0.38899  -0.75
N  1.01333  -1.87309  -0.36215  -0.95
O  0.94183  2.70138  -1.01263  -1.20
O  2.67875  1.19531  0.18877  -1.21
O  0.22299  -2.03163  1.77735  -0.73
O  1.41909  0.29982  -1.91360  -1.05
P  1.38110  1.34633  -0.59613  2.33
H  -3.48881  0.03036  0.17844  0.15
H  -2.46519  1.03910  1.56674  0.16
H  -1.33368  -0.22182  -1.16785  0.20
H  -0.03129  0.99836  1.33473  0.20
H  1.30019  -0.44088  -1.36693  0.50
H  1.54182  -2.83875  -0.19446  0.31